{"formula": "C8H8N4", "method": "ωB97M-V/def2-TZVPD", "species": ["N", "C", "N", "N", "C", "N", "C", "C", "C", "C", "C", "C", "H", "H", "H", "H", "H", "H", "H", "H"], "xyz": [[-1.440, -2.591, -0.014], [-0.920, -1.396, -0.561], [-1.668, -1.011, -1.590], [-1.582, 0.281, -1.957], [-0.693, 1.149, -1.418], [-0.720, 2.436, -1.946], [0.252, 0.649, -0.350], [1.181, 1.396, 0.491], [1.916, 0.886, 1.475], [1.742, -0.472, 1.900], [0.711, -1.077, 1.275], [0.067, -0.631, 0.133], [-0.824, -3.461, -0.013], [-2.622, -2.857, -0.374], [-0.137, 3.281, -1.411], [-1.731, 2.701, -2.322], [1.344, 2.350, 0.215], [2.606, 1.495, 2.089], [2.160, -1.093, 2.696], [0.358, -2.037, 1.681]], "atomic_forces_ev_per_a": [[-2.8, -2.8, -0.4], [-2.6, -1.6, -0.7], [1.5, 1.2, 1.4], [1.3, 2.1, 0.2], [0.0, -2.4, 0.5], [-0.4, 3.1, 1.0], [0.0, 1.7, 0.5], [-1.7, -1.6, -2.4], [1.9, -1.2, 2.8], [-1.1, 0.6, -0.5], [-0.1, -2.8, 0.8], [-1.6, 0.1, -1.7], [-1.3, 1.7, -0.1], [5.4, 1.2, 1.1], [-2.5, -3.3, -1.8], [3.2, -0.7, 1.2], [0.5, 3.3, -0.7], [-0.4, -0.1, -0.8], [0.5, 1.1, 0.0], [0.3, 0.3, -0.4]], "lowdin_charge": [0.01, -0.37, 0.03, 0.02, -0.32, 0.04, -0.04, -0.04, -0.08, -0.05, -0.06, -0.15, 0.09, 0.22, 0.16, 0.14, 0.06, 0.12, 0.11, 0.12], "lumo_energy_ev": 0.4, "e_tot_ev": -14383.2130, "smiles": "Nc1nnc(N)c2ccccc12", "e_above_lowest_kcal_mol": 74.4}

=====

{"formula": "C45H52BaN12O4S3", "method": "ωB97M-V/def2-TZVPD", "species": ["Ba", "C", "C", "C", "C", "C", "C", "C", "N", "C", "C", "C", "C", "C", "C", "O", "C", "C", "C", "C", "C", "C", "C", "C", "C", "O", "C", "C", "C", "C", "C", "C", "H", "H", "H", "H", "H", "H", "H", "H", "H", "H", "H", "H", "H", "H", "H", "H", "H", "H", "H", "H", "H", "H", "H", "H", "H", "H", "H", "H", "H", "H", "H", "H", "H", "H", "H", "H", "H", "H", "H", "H", "O", "C", "O", "C", "C", "C", "C", "C", "N", "H", "H", "H", "H", "N", "N", "N", "C", "N", "N", "H", "H", "H", "S", "C", "S", "C", "N", "N", "C", "C", "C", "C", "C", "C", "S", "H", "H", "H", "H", "H", "N", "C", "N", "C", "N"], "xyz": [[0.248, 1.439, 1.177], [-4.051, -2.931, -4.555], [-2.576, -3.226, -4.243], [-1.811, -3.429, -5.559], [-2.507, -4.529, -3.446], [-1.965, -2.057, -3.477], [-1.444, -2.172, -2.234], [-0.933, -1.035, -1.526], [-0.487, -1.060, -0.275], [-0.128, -2.142, 0.411], [0.374, -3.349, -0.176], [0.747, -4.403, 0.585], [0.560, -4.300, 2.008], [0.124, -3.196, 2.668], [-0.170, -1.993, 1.875], [-0.490, -0.918, 2.402], [0.099, -3.219, 4.207], [-0.529, -1.990, 4.877], [1.547, -3.332, 4.712], [-0.704, -4.444, 4.681], [1.380, -5.668, 0.015], [0.457, -6.863, 0.295], [1.598, -5.564, -1.495], [2.745, -5.920, 0.673], [-1.024, 0.300, -2.119], [-0.634, 1.306, -1.506], [-1.567, 0.388, -3.482], [-1.979, -0.753, -4.088], [-1.673, 1.760, -4.143], [-2.235, 1.664, -5.563], [-0.289, 2.422, -4.231], [-2.626, 2.645, -3.323], [-4.501, -3.769, -5.096], [-4.159, -2.036, -5.170], [-4.611, -2.774, -3.632], [-2.254, -4.247, -6.135], [-0.766, -3.673, -5.358], [-1.832, -2.531, -6.179], [-2.937, -5.342, -4.036], [-3.066, -4.457, -2.512], [-1.475, -4.795, -3.207], [-1.485, -3.109, -1.701], [0.564, -3.331, -1.239], [0.838, -5.164, 2.602], [0.033, -1.081, 4.686], [-0.531, -2.161, 5.956], [-1.554, -1.824, 4.544], [2.143, -2.487, 4.360], [2.021, -4.255, 4.367], [1.567, -3.314, 5.804], [-1.736, -4.386, 4.327], [-0.718, -4.466, 5.773], [-0.278, -5.387, 4.335], [-0.516, -6.711, -0.179], [0.290, -6.996, 1.366], [0.894, -7.786, -0.097], [0.650, -5.468, -2.029], [2.096, -6.467, -1.855], [2.221, -4.704, -1.748], [2.668, -5.995, 1.758], [3.437, -5.108, 0.442], [3.178, -6.852, 0.300], [-2.386, -0.684, -5.089], [-1.605, 1.043, -6.206], [-2.270, 2.665, -5.997], [-3.250, 1.259, -5.574], [0.393, 1.802, -4.819], [0.148, 2.578, -3.249], [-0.377, 3.394, -4.724], [-3.624, 2.199, -3.285], [-2.708, 3.632, -3.788], [-2.262, 2.779, -2.306], [1.546, 4.884, -1.765], [1.001, 4.167, -0.927], [1.550, 3.238, -0.253], [-0.488, 4.450, -0.662], [-1.107, 5.419, -1.449], [-2.444, 5.697, -1.243], [-3.129, 5.002, -0.258], [-2.436, 4.064, 0.487], [-1.143, 3.792, 0.296], [-0.512, 5.925, -2.194], [-2.949, 6.448, -1.840], [-4.174, 5.190, -0.054], [-2.912, 3.516, 1.293], [3.822, 1.623, 0.477], [3.503, 0.308, 0.181], [3.592, -0.654, 1.070], [3.254, -1.708, 0.335], [2.986, -1.388, -0.934], [3.156, -0.081, -1.017], [3.646, 1.722, 1.478], [3.176, 2.237, -0.036], [3.180, -2.703, 0.740], [-1.404, 8.152, 3.767], [-1.060, 6.517, 3.656], [-2.250, 5.314, 4.007], [-1.144, 4.017, 3.540], [0.001, 4.484, 3.159], [0.046, 5.869, 3.235], [1.275, 6.449, 2.798], [1.989, 5.790, 1.803], [3.180, 6.322, 1.340], [3.681, 7.498, 1.879], [2.975, 8.135, 2.890], [1.774, 7.620, 3.355], [-1.680, 2.406, 3.579], [1.611, 4.871, 1.384], [3.702, 5.812, 0.541], [4.611, 7.916, 1.516], [3.357, 9.049, 3.330], [1.232, 8.125, 4.137], [2.217, 1.283, 3.184], [2.571, 0.678, 4.119], [3.131, -0.053, 5.030], [2.577, -0.275, 6.204], [2.194, -0.546, 7.267]], "atomic_forces_ev_per_a": [[-0.2, 0.1, 0.3], [0.0, 0.0, 0.0], [0.0, 0.0, 0.0], [0.0, 0.0, 0.0], [0.0, 0.0, 0.0], [0.0, 0.0, 0.0], [0.0, 0.0, 0.0], [0.1, -0.1, -0.1], [-0.1, 0.0, 0.2], [0.0, -0.2, 0.0], [0.0, 0.1, -0.1], [0.0, 0.0, 0.1], [0.0, 0.0, -0.1], [0.2, 0.0, 0.0], [0.0, -0.1, 0.2], [0.0, 0.2, -0.2], [0.0, 0.0, 0.0], [0.0, 0.0, 0.0], [0.0, 0.0, 0.0], [0.0, 0.0, 0.0], [0.0, 0.0, 0.0], [0.0, 0.0, 0.0], [0.0, 0.0, 0.0], [0.0, 0.0, 0.0], [0.0, 0.0, -0.1], [0.0, 0.0, 0.2], [0.0, 0.0, 0.0], [0.0, 0.0, 0.0], [0.0, 0.0, 0.0], [0.0, 0.0, 0.0], [0.0, 0.0, 0.0], [0.0, 0.0, 0.0], [0.0, 0.0, 0.0], [0.0, 0.0, 0.0], [0.0, 0.0, 0.0], [0.0, 0.0, 0.0], [0.0, 0.0, 0.0], [0.0, 0.0, 0.0], [0.0, 0.0, 0.0], [0.0, 0.0, 0.0], [0.0, 0.0, 0.0], [0.0, 0.0, 0.0], [0.0, 0.0, 0.0], [0.0, 0.0, 0.0], [0.0, 0.0, 0.0], [0.0, 0.0, 0.0], [0.0, 0.0, 0.0], [0.0, 0.0, 0.0], [0.0, 0.0, 0.0], [0.0, 0.0, 0.0], [0.0, 0.0, 0.0], [0.0, 0.0, 0.0], [0.0, 0.0, 0.0], [0.0, 0.0, 0.0], [0.0, 0.0, 0.0], [0.0, 0.0, 0.0], [0.0, 0.0, 0.0], [0.0, 0.0, 0.0], [0.0, 0.0, 0.0], [0.0, 0.0, 0.0], [0.0, 0.0, 0.0], [0.0, 0.0, 0.0], [0.0, 0.0, 0.0], [0.0, 0.0, 0.0], [0.0, 0.0, 0.0], [0.0, 0.0, 0.0], [0.0, 0.0, 0.0], [0.0, 0.0, 0.0], [0.0, 0.0, 0.0], [0.0, 0.0, 0.0], [0.0, 0.0, 0.0], [0.0, 0.0, 0.0], [0.0, 0.0, 0.0], [0.2, 0.0, -0.2], [-0.3, -0.1, 0.2], [0.0, 0.1, -0.1], [0.0, 0.0, 0.1], [0.0, 0.0, 0.0], [0.0, 0.1, 0.0], [0.1, 0.0, 0.1], [0.1, -0.1, -0.3], [0.0, 0.0, 0.0], [0.0, 0.0, 0.0], [0.0, 0.0, 0.0], [0.0, 0.0, 0.0], [0.1, 0.0, 0.1], [-0.1, -0.1, -0.1], [0.0, 0.0, 0.0], [0.0, 0.0, 0.0], [0.0, 0.0, 0.0], [0.0, 0.1, 0.0], [0.0, 0.0, 0.0], [0.0, 0.0, 0.0], [0.0, 0.0, 0.0], [0.1, 0.1, 0.0], [-0.1, 0.0, -0.2], [0.1, -0.1, 0.1], [-0.3, 0.4, 0.0], [0.1, -0.1, 0.0], [0.0, 0.0, 0.1], [0.1, 0.1, -0.1], [-0.1, 0.0, -0.1], [0.1, 0.0, 0.0], [-0.1, 0.0, 0.0], [0.0, 0.0, 0.0], [0.0, 0.0, 0.1], [0.0, -0.3, 0.0], [0.0, 0.0, 0.1], [0.0, 0.0, 0.0], [0.0, 0.0, 0.0], [0.0, 0.0, 0.0], [0.0, 0.0, 0.0], [-0.1, 0.1, 0.0], [0.3, -0.2, -0.2], [-0.2, 0.1, 0.1], [0.0, 0.0, 0.0], [0.0, 0.0, 0.0]], "lowdin_charge": [1.73, -0.05, -0.56, -0.05, -0.07, -0.17, 0.03, -0.18, 0.10, -0.21, -0.01, -0.18, 0.01, -0.07, -0.30, -0.16, -0.52, -0.06, -0.04, -0.06, -0.56, -0.05, -0.06, -0.05, -0.29, -0.12, -0.07, 0.03, -0.53, -0.08, -0.03, -0.04, 0.08, 0.07, 0.09, 0.08, 0.09, 0.07, 0.08, 0.09, 0.07, 0.09, 0.10, 0.10, 0.07, 0.08, 0.09, 0.08, 0.07, 0.08, 0.09, 0.08, 0.06, 0.09, 0.08, 0.08, 0.07, 0.08, 0.09, 0.08, 0.08, 0.08, 0.09, 0.08, 0.08, 0.08, 0.09, 0.07, 0.09, 0.09, 0.08, 0.06, 0.01, -0.66, -0.28, -0.20, -0.01, -0.07, -0.06, -0.16, 0.02, 0.11, 0.10, 0.10, 0.07, 0.13, -0.30, 0.13, -0.24, 0.01, 0.06, 0.05, 0.05, 0.09, 0.48, -1.12, 0.93, -1.20, 0.01, -0.14, -0.19, 0.00, -0.06, -0.11, -0.10, -0.06, 0.39, 0.08, 0.11, 0.09, 0.09, 0.06, -0.03, -0.41, 0.04, -0.46, 0.06], "total_charge": -2, "lumo_energy_ev": 2.6, "e_tot_ev": -106785.7825, "e_above_lowest_kcal_mol": 0.0}